# 1
{
  "formula": "C3H8N4O",
  "method": "ωB97M-V/def2-TZVPD",
  "species": ["O", "N", "N", "N", "N", "C", "C", "C", "H", "H", "H", "H", "H", "H", "H", "H"],
  "coordinates": [[-0.806, 1.971, -0.515], [1.414, -0.693, -0.131], [-2.283, 0.156, 0.978], [0.415, 1.263, -0.312], [-0.828, -0.744, -0.742], [2.506, 0.140, 0.479], [-2.066, -0.668, -0.086], [0.268, 0.060, -0.165], [-0.530, -1.287, -1.726], [-3.310, 0.164, 1.316], [-1.447, 1.445, 0.182], [2.538, 0.051, 1.776], [1.197, -1.838, -0.110], [3.603, -0.273, -0.067], [2.291, 1.441, -0.045], [-2.963, -1.186, -0.832]],
  "orbital_gap_ha": 0.3136,
  "homo_energy_ev": -8.19,
  "lumo_ev": 0.339
}

---

# 2
{
  "formula": "C28H24Cl5InN5",
  "method": "ωB97M-V/def2-TZVPD",
  "species": ["In", "Cl", "Cl", "Cl", "Cl", "Cl", "N", "N", "N", "N", "N", "C", "C", "C", "C", "C", "C", "C", "C", "C", "C", "C", "C", "C", "C", "C", "C", "C", "C", "C", "C", "C", "C", "C", "C", "C", "C", "C", "C", "H", "H", "H", "H", "H", "H", "H", "H", "H", "H", "H", "H", "H", "H", "H", "H", "H", "H", "H", "H", "H", "H", "H", "H"],
  "coordinates": [[-0.816, 0.142, -0.938], [-5.571, 3.113, -2.010], [-1.377, 5.820, 0.037], [0.311, 3.205, 0.029], [-4.308, 5.777, -1.007], [-3.880, 0.480, -1.936], [-0.984, -1.518, -2.117], [1.036, -5.554, -1.436], [-0.440, -0.273, 1.219], [1.420, -0.014, -0.724], [-0.699, -3.914, -2.068], [-1.873, 1.989, -0.993], [-0.771, -2.686, -2.033], [-1.329, 3.181, -0.540], [1.365, 1.869, -2.910], [1.823, 0.018, 0.490], [3.946, -1.556, -2.965], [-2.035, 0.527, 2.933], [3.988, -0.631, -3.989], [-1.526, -0.510, 2.147], [3.064, -2.495, -0.847], [-2.061, -1.802, 2.175], [-1.499, 1.934, 2.895], [1.234, -0.216, 2.998], [-3.657, -1.035, 3.814], [0.237, -4.783, -1.746], [3.149, 0.471, -3.956], [-2.069, 4.361, -0.535], [3.238, 0.211, 0.920], [3.109, -1.384, -1.866], [0.773, -0.135, 1.582], [2.314, -0.226, -1.825], [-1.523, -2.914, 1.313], [-3.112, 0.235, 3.763], [-3.191, 1.983, -1.431], [-3.129, -2.045, 3.028], [-3.386, 4.338, -0.998], [-3.955, 3.146, -1.449], [2.286, 0.680, -2.893], [0.314, 1.572, -2.818], [1.673, 0.733, 3.312], [3.628, -0.664, 1.439], [1.584, 2.579, -2.114], [-3.545, -3.044, 3.074], [3.150, 1.178, -4.776], [-1.725, -3.880, 1.771], [4.653, -0.781, -4.829], [3.878, 0.427, 0.069], [3.949, -2.492, -0.209], [2.183, -2.461, -0.205], [2.010, -0.977, 3.093], [4.557, -2.448, -3.013], [-1.657, 2.420, 3.856], [-2.024, 2.524, 2.140], [0.410, -0.460, 3.661], [-0.447, -2.845, 1.153], [-2.012, -2.917, 0.337], [3.047, -3.455, -1.358], [-0.437, 1.984, 2.666], [-3.519, 1.025, 4.382], [1.444, 2.390, -3.861], [-4.491, -1.241, 4.471], [3.275, 1.045, 1.624]],
  "charge": 1,
  "orbital_gap_ha": 0.2728,
  "homo_energy_ev": -12.01,
  "lumo_ev": -4.590
}

---

# 3
{
  "formula": "C3H12N2P",
  "method": "ωB97M-V/def2-TZVPD",
  "species": ["P", "N", "N", "C", "C", "C", "H", "H", "H", "H", "H", "H", "H", "H", "H", "H", "H", "H"],
  "coordinates": [[0.272, 0.317, -0.111], [-0.956, -2.040, -0.492], [1.487, -0.405, -0.915], [-1.330, -0.597, -0.395], [0.818, 0.139, 1.776], [-0.141, 1.961, -0.482], [-0.064, 2.048, -1.586], [-0.617, -2.366, 0.406], [-1.953, -0.499, 0.432], [-1.502, -2.686, -1.047], [-1.182, 2.398, -0.334], [-0.057, 0.284, 2.487], [1.480, 0.913, 2.232], [-1.588, -0.240, -1.332], [0.500, 2.850, -0.037], [2.429, -0.023, -1.117], [1.215, -0.814, 1.837], [1.188, -1.239, -1.321]],
  "charge": 1,
  "orbital_gap_ha": 0.4021,
  "homo_energy_ev": -13.73,
  "smiles": "CP(C)(=[NH2+])CN",
  "lumo_ev": -2.791
}

---

Values for electronic energy, a.u., ordered as above
-413.1140 -3846.0606 -572.1061
Values for energy above the lowest of the compared OMol25 structures with the same formula, charge and spin, kJ/mol, ordered as above
793.1 0.0 79.3